Entry 1:
DFT (ωB97M-V/def2-TZVPD) results for an isolated ion of composition C7H15N2 and charge +1 at a distorted geometry.

```
24
C7H15N2 (ωB97M-V/def2-TZVPD)
C 2.62804 -0.12248 1.05487
C 1.38381 -0.40342 1.09489
C -1.72379 -1.25051 0.54533
C -0.34848 -1.64634 -0.09180
C -0.95625 0.96200 0.41620
C -1.00353 2.18771 -0.44102
C 1.14501 -0.10847 -1.27463
N -1.96549 0.12786 0.19173
N 0.50087 -0.41239 -0.02407
H 3.23650 -0.29336 1.98959
H 3.06968 0.08334 0.03665
H 0.92512 -0.63572 2.02720
H -2.41022 -1.91674 0.07464
H -1.69608 -1.34378 1.63643
H 0.06048 -2.36851 0.46286
H -0.48784 -1.89405 -1.08758
H -0.59189 1.31025 1.39072
H -1.99337 2.65795 -0.47495
H -0.99629 1.81128 -1.53313
H -0.34764 3.00568 -0.13048
H 0.58619 -0.29898 -2.20736
H 1.48468 0.91628 -1.43077
H 2.07372 -0.64761 -1.61308
H -2.57323 0.28000 -0.61226
```

Computed properties:
relative energy (zero: lowest compared OMol25 entry of this formula, charge and spin): 265.57 kJ/mol
energy: -384.895620 Ha
SMILES: C=CN(C)CC/[NH+]=C/C
gap between HOMO and LUMO: 10.22 eV
charge: +1

---

Entry 2:
DFT (ωB97M-V/def2-TZVPD) results for C7H15N2 as an isolated structure at a distorted geometry.

```
24
C7H15N2 (ωB97M-V/def2-TZVPD)
C 1.07588 -0.73328 0.16758
C 1.02504 -1.90225 0.66452
C 2.01399 1.44607 0.57028
C -1.83145 0.02654 0.05323
C -3.00587 -0.21692 -0.77754
C -2.01424 0.61534 1.42203
C 2.50513 0.12384 -1.41169
N 1.90710 0.22583 -0.10348
N -0.63861 -0.32719 -0.41738
H 1.85187 -2.47067 1.13660
H 0.14158 -2.56133 0.61721
H 1.42338 2.29465 0.15962
H 1.50331 1.54312 1.59440
H -2.68990 -0.89708 -1.56620
H -3.57493 0.69182 -1.09312
H -3.53782 -1.00970 -0.11973
H -1.07993 0.61518 1.94667
H -2.80987 -0.13127 1.76238
H -2.64646 1.56345 1.47695
H 2.03271 -0.66836 -2.06333
H 2.60118 1.15545 -1.81086
H 3.49004 -0.38498 -1.51221
H 3.00031 1.72508 0.58533
H -0.74242 -0.72332 -1.28126
```

Computed properties:
relative energy (zero: lowest compared OMol25 entry of this formula, charge and spin): 378.08 kJ/mol
energy: -384.689597 Ha
gap between HOMO and LUMO (spin up / spin down): 5.93 / 6.51 eV
charge: +1
multiplicity: 3

---

Entry 3:
DFT (ωB97M-V/def2-TZVPD) results for an isolated ion of composition C7H15N2O and charge +1 at a distorted geometry.

```
25
C7H15N2O (ωB97M-V/def2-TZVPD)
C 1.40891 0.64583 0.84529
C -1.46554 0.94127 -1.45810
C -0.34151 1.56848 -0.62621
C -1.02388 -0.50048 -1.79182
C -0.02780 0.81321 0.54044
C 1.73757 0.30374 2.32672
C 0.59879 -2.04206 -0.70217
N -0.86405 0.70275 1.54477
N -0.57465 -1.19009 -0.60349
O 2.26100 0.93086 0.00581
H -2.26636 0.73910 -0.84252
H -1.52103 1.68746 -2.29967
H 0.57479 1.50233 -1.26871
H -0.64818 2.65040 -0.34660
H -1.87774 -0.96095 -2.17020
H -0.18958 -0.58798 -2.49178
H 2.70686 -0.07852 2.41711
H 1.03824 -0.53307 2.47395
H 1.65708 1.23083 2.97303
H 0.60324 -2.67233 0.08674
H 0.45248 -2.87748 -1.52755
H 1.60353 -1.74954 -0.93445
H -1.85804 1.02658 1.63222
H -0.63728 0.07648 2.32160
H -1.34687 -1.62679 -0.10440
```

Computed properties:
relative energy (zero: lowest compared OMol25 entry of this formula, charge and spin): 43.70 kJ/mol
energy: -460.053301 Ha
gap between HOMO and LUMO (spin up / spin down): 7.50 / 4.90 eV
charge: +1
multiplicity: 3

---

Entry 4:
DFT (ωB97M-V/def2-TZVPD) results for a 2-piece molecular cluster, C7H15N2OS overall at a distorted geometry.

```
26
C7H15N2OS (ωB97M-V/def2-TZVPD)
C -3.24450 0.43252 -0.31980
C 2.26656 0.83045 -0.44139
C 2.14709 -0.64650 -1.03152
C 1.70000 0.85528 1.01343
C 0.70138 -1.25727 -0.90067
C 0.21777 0.37064 1.05500
C 0.21467 -1.11365 0.63102
N -4.15189 1.35786 -0.05622
N -3.19650 -0.40715 -1.26058
O -1.98446 -2.40540 -0.28666
S -1.37924 -1.87372 0.97206
H 3.25780 1.19615 -0.35815
H 1.73064 1.58678 -1.08356
H 2.48574 -0.88609 -2.14906
H 2.97300 -1.16065 -0.55006
H 2.28291 0.18592 1.74832
H 1.77957 1.94471 1.38673
H -0.08265 -0.60778 -1.55845
H 0.73081 -2.37218 -1.18702
H -0.10138 0.19158 2.14750
H -0.49958 0.80824 0.47982
H 0.95079 -1.63110 1.39364
H -4.85789 1.63034 -0.70881
H -4.01008 1.91288 0.83603
H -3.34921 -0.33263 -2.23087
H -2.68070 -1.39807 -0.99855
```

Computed properties:
relative energy (zero: lowest compared OMol25 entry of this formula, charge and spin): 341.05 kJ/mol
energy: -858.262562 Ha
gap between HOMO and LUMO (spin up / spin down): 8.23 / 7.01 eV
charge: +1

---

Entry 5:
DFT (ωB97M-V/def2-TZVPD) results for a 2-piece molecular cluster, C7H15N2S overall at a distorted geometry.

```
25
C7H15N2S (ωB97M-V/def2-TZVPD)
C -2.62266 0.00654 0.00684
C -0.57646 -2.29068 -0.89888
C -0.18136 -1.98433 0.52962
C -0.47114 -0.89946 -0.43122
C 0.82324 1.07109 1.29580
C 1.32756 2.39369 -0.66680
C 0.43082 0.15727 -0.95269
N -3.46061 -0.95830 0.21511
N 0.44421 1.37128 -0.09076
S -2.66205 1.60914 -0.02168
H 0.17252 -2.67116 -1.58013
H -1.55018 -2.71911 -1.08490
H -0.88729 -2.20170 1.31623
H 0.84407 -2.16004 0.82880
H 0.10413 0.38634 1.73781
H 1.81337 0.61998 1.32175
H 0.83584 1.98790 1.88094
H 2.34936 2.01487 -0.68979
H 1.02509 2.62571 -1.68210
H 1.29837 3.30072 -0.07317
H 0.10234 0.46209 -1.95124
H 1.46088 -0.22331 -1.03123
H -3.18164 -1.92749 0.14894
H -4.43584 -0.77472 0.42899
H -0.55438 1.70685 -0.07915
```

Computed properties:
relative energy (zero: lowest compared OMol25 entry of this formula, charge and spin): 347.66 kJ/mol
energy: -783.070558 Ha
gap between HOMO and LUMO: 8.10 eV
charge: +1

---

Entry 6:
DFT (ωB97M-V/def2-TZVPD) results for a 2-piece molecular cluster, C7H15N3O overall at a distorted geometry.

```
26
C7H15N3O (ωB97M-V/def2-TZVPD)
C 1.03765 -1.10462 0.41989
C 2.23282 0.66785 -0.43114
C 3.02692 -0.56023 -0.53691
C -2.37837 -0.49421 -0.33945
C -2.90808 -1.74165 0.14112
C -0.20439 2.42223 0.31554
C 0.22965 1.14414 1.01390
N 2.35202 -1.54858 -0.07528
N -1.29667 -0.38752 -1.03982
N 0.97113 0.22320 0.13757
O 0.21675 -1.83993 0.86153
H 2.74948 1.41373 0.19309
H 2.10724 1.15141 -1.41009
H 4.02759 -0.63021 -0.94830
H -2.90475 0.42446 -0.08496
H -3.90235 -1.89419 -0.30134
H -3.13011 -1.68362 1.21219
H -2.27548 -2.60141 -0.06591
H -0.71609 3.04711 1.04417
H 0.64385 2.99314 -0.05286
H -0.89200 2.25505 -0.51028
H -0.62310 0.59308 1.41456
H 0.87052 1.40862 1.86262
H 2.64629 -2.52299 0.01059
H -1.02726 0.50119 -1.45233
H -0.85327 -1.23604 -1.37810
```

Computed properties:
relative energy (zero: lowest compared OMol25 entry of this formula, charge and spin): 0.00 kJ/mol
energy: -514.467705 Ha
gap between HOMO and LUMO (spin up / spin down): 5.96 / 7.35 eV
charge: +2
multiplicity: 3

---

Entry 7:
DFT (ωB97M-V/def2-TZVPD) results for a 2-piece molecular cluster, C7H15N3S overall at a distorted geometry.

```
26
C7H15N3S (ωB97M-V/def2-TZVPD)
C 2.34287 -0.97616 -1.63638
C 3.76556 -0.97057 -0.00385
C 2.36818 0.31166 -1.21088
C 1.77826 1.55586 -1.86113
C -1.16996 0.73249 0.58548
C -2.72944 -0.49364 1.86822
C -1.80690 -1.57689 1.43257
N 3.08170 -1.72546 -0.81990
N 3.23452 0.32031 -0.13598
N -2.62268 0.61934 0.84565
S -0.69243 -0.96222 0.08540
H 1.68924 -1.38151 -2.35325
H 4.32637 -1.44134 0.79618
H 0.83674 1.34895 -2.38864
H 2.45025 2.04785 -2.51677
H 1.50715 2.29334 -1.13613
H -0.76651 1.08729 1.45755
H -0.96771 1.30132 -0.24031
H -2.64378 -0.05810 2.81766
H -3.70039 -0.84832 1.78333
H -1.09101 -1.69880 2.20590
H -2.25607 -2.50457 1.22894
H 3.49750 1.10068 0.50533
H -3.07964 0.29576 0.03752
H 3.47055 -2.60908 -1.06158
H -3.13976 1.48562 1.09808
```

Computed properties:
relative energy (zero: lowest compared OMol25 entry of this formula, charge and spin): 37.88 kJ/mol
energy: -837.368213 Ha
gap between HOMO and LUMO (spin up / spin down): 3.61 / 4.00 eV
charge: +2
multiplicity: 3

---

Entry 8:
DFT (ωB97M-V/def2-TZVPD) results for a 2-piece molecular cluster, C7H15N4 overall at a distorted geometry.

```
26
C7H15N4 (ωB97M-V/def2-TZVPD)
C -3.37144 1.09301 -0.51983
C -4.01093 -0.07122 -0.89283
C -2.29708 -0.52764 0.38324
C 1.07094 1.31853 1.08147
C 2.07334 0.34377 -1.21132
C 2.00681 -1.00131 0.85525
C -1.30271 -1.26307 0.99758
N -2.27462 0.77820 0.17986
N -3.35559 -1.09493 -0.28208
N 0.14871 -0.55443 -0.38016
N 1.31756 0.07410 0.12704
H -3.57506 2.07086 -1.01566
H -4.97705 -0.28606 -1.24858
H 1.47918 2.20559 0.59359
H -0.03291 1.47325 1.12776
H 1.41196 1.19614 2.12084
H 2.72524 -0.66095 -1.23466
H 1.30441 0.29605 -1.99526
H 2.82896 1.19911 -1.22413
H 1.57116 -1.22353 1.88801
H 2.09524 -1.88243 0.28639
H 3.02404 -0.66309 0.92757
H -0.83781 -0.86711 1.85477
H -1.09439 -2.31821 0.72782
H -3.49100 -2.12563 -0.51320
H -0.61564 0.03143 -0.70893
```

Computed properties:
relative energy (zero: lowest compared OMol25 entry of this formula, charge and spin): 443.76 kJ/mol
energy: -494.341025 Ha
gap between HOMO and LUMO (spin up / spin down): 8.06 / 8.06 eV
charge: +1